Entry 1:
A cluster of 9 separate species, C16H39BF4N3O5 in total in a non-equilibrium geometry. Source: the Open Molecules 2025 dataset; level of theory: ωB97M-V/def2-TZVPD.

Kohn-Sham gap: 9.7 eV
energy: -1597.760188 a.u.
net charge: -1
HOMO energy: -7.03 eV

```
68
Properties=species:S:1:pos:R:3:forces:R:3
B 0.207 0.337 0.487 0.5 2.4 -4.4
F 0.513 1.636 0.853 0.0 1.3 1.0
F -0.672 0.415 -0.641 -0.8 0.2 0.0
F 1.340 -0.194 -0.048 2.4 -1.2 -0.2
F -0.308 -0.412 1.389 -1.8 -2.4 3.9
C 3.265 1.708 -1.433 2.0 -3.2 3.9
C 4.722 1.478 -1.028 -1.0 -0.7 0.0
N 5.792 1.277 -0.647 -0.5 0.3 -0.3
H 3.382 2.379 -2.161 -0.7 3.9 -2.1
H 2.857 0.891 -1.974 0.1 -1.3 -0.4
H 2.695 1.712 -0.466 0.2 1.2 -1.3
C -0.213 1.811 -3.675 0.5 -3.9 -0.2
C 1.011 1.366 -4.447 -8.4 3.0 5.3
N 1.927 1.149 -4.994 7.6 -2.0 -4.6
H -1.033 1.836 -4.410 0.2 0.7 0.5
H -0.451 0.819 -3.041 0.4 2.7 -0.7
H 0.007 2.714 -3.099 -0.4 -0.4 -0.1
C -3.273 1.627 -1.506 -1.2 0.3 -3.1
C -3.443 2.617 -2.783 1.0 -3.7 4.5
N -3.530 3.228 -3.729 -0.3 1.5 -2.1
H -4.156 1.900 -0.886 0.4 -1.1 -0.5
H -3.100 0.512 -1.908 -0.9 2.7 1.2
H -2.437 1.914 -0.920 1.0 0.3 0.1
C 2.843 0.641 3.425 -0.5 1.4 -3.4
C 3.740 1.424 2.322 0.2 0.0 6.9
O 3.090 2.576 2.177 12.1 7.4 4.7
H 2.809 1.331 4.206 -1.0 1.3 1.3
H 3.571 0.034 3.743 1.8 -3.9 1.4
H 1.840 0.245 3.028 1.8 0.5 0.8
H 3.576 0.940 1.477 1.2 -3.0 -4.0
H 4.779 1.698 2.843 -1.9 -1.3 -1.9
H 2.372 2.413 1.866 -13.8 -2.6 -5.9
C 3.474 -2.918 -3.815 0.7 -1.5 2.6
C 3.268 -2.292 -2.418 0.6 -3.9 -0.9
O 2.050 -1.682 -2.383 -1.3 2.0 3.0
H 2.795 -3.773 -3.842 0.1 -0.2 -0.1
H 4.533 -3.309 -3.943 -1.3 1.0 -0.4
H 3.015 -2.209 -4.420 0.2 1.3 -2.1
H 3.936 -1.577 -2.163 3.0 2.2 0.3
H 3.440 -3.105 -1.661 -0.6 0.4 -0.2
H 2.166 -1.129 -1.518 -1.5 -1.2 -2.2
C -0.773 -4.685 0.836 0.2 -0.3 0.1
C -0.060 -3.457 0.260 -1.2 -1.3 1.6
O 0.831 -3.011 1.223 0.6 -10.0 0.1
H -1.297 -4.447 1.905 1.0 -0.9 -2.9
H -0.001 -5.488 0.897 -0.4 0.5 0.8
H -1.334 -5.084 -0.048 -0.8 0.3 1.2
H -0.796 -2.755 -0.009 -1.0 1.5 0.1
H 0.344 -3.703 -0.678 1.3 -0.6 -1.2
H 0.847 -2.179 1.235 0.3 10.6 0.2
C -3.512 2.891 3.072 -1.8 1.4 -0.3
C -2.538 3.070 1.811 -4.3 -8.5 4.4
O -1.383 3.304 2.369 2.6 1.5 1.9
H -3.481 3.884 3.593 0.4 -1.0 0.2
H -3.257 2.011 3.732 -0.1 1.2 -0.8
H -4.647 2.877 2.828 1.8 -0.5 -0.1
H -2.946 3.736 1.246 -2.1 4.3 -4.0
H -2.717 1.962 1.394 1.1 2.2 -0.1
H -0.755 2.999 1.768 2.5 -0.7 -1.3
C -4.947 -1.726 1.931 3.6 3.2 3.7
C -3.396 -1.644 1.776 -1.7 4.1 -2.6
O -3.055 -0.933 0.555 -0.3 1.1 -0.8
H -5.405 -0.662 2.286 0.9 -3.1 -0.4
H -4.897 -2.629 2.507 -1.3 0.0 1.8
H -5.354 -2.071 1.102 -1.9 -0.9 -4.3
H -2.906 -2.480 1.564 1.2 -4.6 0.1
H -2.837 -1.141 2.498 0.2 0.7 2.1
H -2.111 -0.672 0.497 -0.8 -0.4 0.4
```
Positions in Å, forces in eV/Å.

Here are the Mulliken charges for atoms 1 to 2, given in e:
1 B 1.005
2 F -0.444

Entry 2:
A structure of composition C16H39BrN3O9S2 in a non-equilibrium geometry. Source: the Open Molecules 2025 dataset; level of theory: ωB97M-V/def2-TZVPD.

Kohn-Sham gap: 8.5 eV
energy: -4844.779454 a.u.
net charge: -1
HOMO energy: -6.21 eV

```
70
Properties=species:S:1:pos:R:3:forces:R:3
C 0.278 1.850 1.319 -0.2 -0.9 -0.2
C 0.085 0.354 1.044 0.4 0.5 0.3
C -1.202 0.063 0.349 -0.5 -0.2 0.5
O -1.574 -1.302 0.572 0.4 0.1 -0.3
C -1.901 -2.057 -0.552 0.2 0.1 0.4
S -0.610 -2.358 -1.803 -1.1 0.6 -0.4
O 0.669 -2.243 -1.200 1.3 0.9 0.7
O -0.927 -3.652 -2.284 -0.8 -1.7 -0.7
N -0.969 -1.295 -2.976 0.5 0.3 0.6
S 0.212 -0.382 -3.468 -1.5 -0.5 0.4
O 0.760 0.508 -2.509 0.3 1.1 1.2
O 1.138 -1.039 -4.296 1.3 -0.8 -1.5
Br -0.964 0.966 -4.827 -0.2 0.1 -0.2
H -0.250 2.425 0.579 -0.1 0.5 -0.3
H -0.089 2.091 2.299 -0.3 0.4 0.5
H 1.322 2.079 1.273 0.6 0.4 0.0
H 0.067 -0.183 1.976 0.0 -0.3 0.5
H 0.925 -0.016 0.497 0.4 -0.4 -0.6
H -1.186 0.319 -0.692 0.2 0.0 -0.7
H -1.956 0.689 0.813 -0.5 0.1 0.1
H -2.789 -1.708 -1.058 -0.3 0.4 -0.5
H -2.115 -3.047 -0.192 0.0 -0.6 0.2
C -6.161 -2.948 6.814 0.1 0.1 0.0
O -4.784 -3.012 6.521 -0.1 0.0 0.0
C -4.386 -4.104 5.703 0.3 -0.2 0.0
C -4.112 -3.704 4.269 -0.1 0.1 -0.1
N -5.329 -3.364 3.546 0.0 0.2 0.1
C -5.139 -2.639 2.287 -0.1 -0.2 0.0
C -4.287 -1.376 2.251 0.1 0.0 -0.1
O -4.872 -0.232 2.850 -0.1 0.0 0.1
C -4.876 -0.224 4.259 -0.1 0.1 -0.1
H -6.283 -2.273 7.659 0.0 0.0 0.0
H -6.748 -2.548 5.980 -0.1 -0.1 0.0
H -6.556 -3.931 7.090 0.0 0.0 0.0
H -5.118 -4.917 5.756 -0.1 0.1 0.0
H -3.450 -4.477 6.126 0.0 0.0 0.0
H -3.625 -4.545 3.765 0.0 0.0 0.0
H -3.394 -2.875 4.299 0.1 -0.1 0.0
H -5.935 -2.820 4.143 0.0 0.0 0.0
H -6.134 -2.373 1.925 0.0 0.0 -0.1
H -4.717 -3.343 1.561 0.1 0.0 0.0
H -4.162 -1.114 1.201 0.0 0.0 0.0
H -3.275 -1.535 2.636 0.0 0.0 0.1
H -3.944 -0.619 4.673 0.0 -0.1 0.0
H -5.728 -0.782 4.661 0.1 -0.1 0.1
H -4.983 0.812 4.580 0.0 0.0 0.0
C 8.128 2.992 -4.186 0.0 0.1 0.0
O 7.119 3.871 -4.630 0.1 -0.1 0.0
C 6.270 3.353 -5.646 -0.1 0.2 -0.2
C 4.913 2.927 -5.130 0.0 -0.1 0.2
N 4.979 1.722 -4.322 0.1 0.1 0.2
C 3.792 1.433 -3.502 0.1 -0.1 -0.2
C 3.234 2.503 -2.578 -0.2 0.1 0.1
O 4.010 2.778 -1.417 0.1 0.1 0.0
C 5.177 3.532 -1.634 0.0 -0.1 0.2
H 8.866 3.588 -3.651 0.0 0.0 0.0
H 7.746 2.233 -3.494 0.0 -0.1 -0.1
H 8.621 2.494 -5.026 0.0 0.0 0.0
H 6.762 2.538 -6.187 0.0 -0.1 0.1
H 6.113 4.172 -6.356 0.0 0.0 0.0
H 4.263 2.737 -5.992 0.0 0.0 0.0
H 4.495 3.782 -4.583 0.0 0.0 -0.1
H 5.787 1.767 -3.718 0.0 0.1 0.0
H 4.035 0.565 -2.888 -0.1 -0.1 0.0
H 2.989 1.120 -4.174 -0.1 0.0 0.0
H 2.289 2.119 -2.206 0.0 -0.1 0.0
H 2.997 3.439 -3.103 0.2 0.0 0.0
H 5.019 4.331 -2.365 0.1 0.0 -0.1
H 6.011 2.897 -1.953 0.0 0.1 -0.1
H 5.458 3.986 -0.683 0.0 0.0 0.0
```
Positions in Å, forces in eV/Å.

Here are the Mulliken charges for atoms 1 to 2, given in e:
1 C -1.397
2 C -0.215

Entry 3:
A cluster of 4 separate species, C16H39FN3O4S3 in total in a non-equilibrium geometry. Source: the Open Molecules 2025 dataset; level of theory: ωB97M-V/def2-TZVPD.

Kohn-Sham gap: 7.9 eV
energy: -2392.391249 a.u.
net charge: +1
HOMO energy: -10.91 eV

```
66
Properties=species:S:1:pos:R:3:forces:R:3
N 3.102 -2.332 2.510 -0.6 0.0 -0.5
C 2.357 -2.101 1.434 -0.1 -0.5 0.6
N 1.023 -2.083 1.545 0.8 1.1 -0.5
C 0.192 -1.792 0.351 0.0 -0.6 0.0
C 0.927 -1.029 -0.767 0.2 0.5 -0.1
C 0.073 0.111 -1.346 -0.6 -0.3 0.3
C -0.630 1.023 -0.342 0.2 0.5 -0.2
C 0.259 1.771 0.624 -0.5 0.0 0.4
F 1.317 2.386 -0.034 0.2 -0.1 0.0
C 2.356 -0.622 -0.378 0.0 -0.6 -0.3
C 3.175 -0.231 -1.607 0.2 -0.5 0.3
C 4.673 -0.101 -1.354 0.2 0.4 -0.1
C 5.023 1.058 -0.431 -0.3 0.1 -0.2
O 4.290 2.206 -0.850 0.0 -0.2 -0.1
N 3.021 -1.846 0.241 -1.0 0.7 0.1
H 4.062 -2.039 2.495 0.3 -0.3 -0.1
H 2.716 -2.810 3.308 0.0 0.2 0.2
H 0.700 -1.649 2.399 -0.2 -0.5 0.2
H -0.151 -2.749 -0.042 0.0 -0.1 0.0
H -0.706 -1.295 0.704 0.1 0.2 0.0
H 1.067 -1.742 -1.584 0.1 0.0 -0.1
H -0.720 -0.360 -1.930 0.0 0.1 -0.1
H 0.640 0.715 -2.047 0.2 0.0 0.0
H -1.413 0.518 0.224 0.0 -0.1 0.0
H -1.158 1.775 -0.928 -0.2 0.0 -0.1
H 0.657 1.139 1.425 0.3 -0.1 -0.1
H -0.320 2.551 1.122 0.0 0.1 0.0
H 2.383 0.157 0.381 0.0 0.1 0.0
H 3.023 -1.027 -2.342 -0.1 0.1 -0.2
H 2.812 0.704 -2.019 -0.1 0.0 0.0
H 5.172 0.056 -2.311 -0.1 0.1 -0.1
H 5.103 -1.010 -0.939 0.0 -0.1 0.0
H 4.762 0.803 0.601 0.1 0.0 0.1
H 6.091 1.265 -0.492 0.1 -0.1 0.2
H 4.193 2.798 -0.105 0.0 0.2 0.1
H 2.832 -2.609 -0.409 0.5 -0.2 0.0
C -6.176 0.386 0.478 0.0 -0.1 0.1
S -4.891 0.539 -0.766 0.1 0.0 0.0
O -3.753 -0.332 -0.330 0.1 0.0 0.1
C -4.430 2.221 -0.364 0.1 0.1 0.1
H -6.576 -0.624 0.425 0.0 0.0 0.0
H -5.751 0.564 1.466 0.0 0.0 0.0
H -6.968 1.103 0.266 0.0 0.0 0.0
H -4.128 2.273 0.684 -0.1 -0.1 0.0
H -5.274 2.884 -0.550 0.0 0.0 0.0
H -3.600 2.506 -1.008 -0.1 0.0 -0.1
C -1.846 5.708 -4.048 -0.1 0.0 0.0
S -1.313 4.288 -3.090 0.2 0.0 -0.1
O -2.540 3.621 -2.570 0.0 0.0 0.1
C -0.612 5.225 -1.727 0.0 0.0 0.1
H -2.355 5.338 -4.935 0.0 0.0 0.0
H -2.530 6.313 -3.454 0.0 0.0 0.0
H -0.973 6.290 -4.343 0.0 0.0 0.0
H -1.379 5.868 -1.295 0.0 0.0 0.0
H 0.225 5.819 -2.093 0.0 0.0 0.0
H -0.257 4.515 -0.983 0.0 0.0 0.0
C -0.331 -6.739 2.508 0.0 -0.1 -0.1
S 0.148 -5.305 3.476 -0.1 0.1 -0.1
O 0.288 -5.742 4.884 0.0 0.0 0.0
C -1.427 -4.445 3.340 0.0 0.0 -0.1
H 0.506 -7.433 2.507 0.0 0.0 0.0
H -1.200 -7.209 2.967 0.0 0.0 0.0
H -0.555 -6.432 1.486 0.0 0.0 0.0
H -2.220 -5.075 3.742 0.0 0.0 0.0
H -1.624 -4.205 2.295 0.0 0.0 0.0
H -1.360 -3.529 3.925 0.0 0.0 0.0
```
Positions in Å, forces in eV/Å.

Here are the Mulliken charges for atoms 1 to 2, given in e:
1 N -0.323
2 C 0.293

Table of energy relative to the best compared isomer or geometry (same formula, charge and spin) (kcal per mole), in record order: 76.0, 7.6, 0.0